# 1
{
  "formula": "C16H14FNO3",
  "method": "the ωB97M-V functional and the def2-TZVPD basis",
  "lumo_ev": 0.30,
  "largest_force_ha_per_bohr": 0.2976,
  "energy_ha": -997.9547,
  "smiles": "O=C(NCc1ccccc1F)c1ccc2c(c1)OCCO2",
  "relative_energy_ev": 14.766,
  "species": ["O", "C", "N", "C", "C", "C", "C", "C", "C", "C", "F", "C", "C", "C", "C", "C", "C", "O", "C", "C", "O", "H", "H", "H", "H", "H", "H", "H", "H", "H", "H", "H", "H", "H", "H"],
  "xyz": [[1.4616, 0.2315, 2.3213], [1.1043, -0.1499, 1.2002], [0.8326, -1.4009, 0.8875], [0.6913, -2.5066, 1.5322], [-0.7227, -2.8730, 1.8878], [-0.5974, -4.0044, 2.7948], [-2.0081, -4.7249, 2.9635], [-3.0439, -4.0978, 2.4677], [-2.9703, -2.9721, 1.7359], [-2.0024, -2.2146, 1.4611], [-1.9081, -1.0944, 0.7814], [1.1842, 0.9255, 0.1624], [1.3574, 2.4865, 0.5362], [1.4593, 3.4229, -0.3492], [1.0926, 3.3306, -1.7115], [0.8003, 1.8098, -2.2525], [0.7203, 0.8942, -1.1944], [0.4637, 1.5333, -3.4141], [-0.0395, 2.8186, -4.2350], [1.2223, 3.7631, -3.8987], [0.9969, 4.1211, -2.7754], [0.3880, -1.5138, -0.1670], [1.2379, -3.2008, 1.3382], [1.0362, -1.8681, 2.6272], [0.3267, -4.5329, 2.9955], [-2.0779, -5.7200, 3.3878], [-4.0632, -4.5014, 2.8345], [-3.8845, -2.5006, 1.3497], [1.9427, 2.3805, 1.4873], [1.6633, 4.2995, -0.0947], [0.4429, -0.1708, -1.7070], [-0.1019, 2.3943, -5.2336], [-0.8724, 3.0305, -3.9955], [0.8819, 4.6687, -4.5388], [2.0057, 3.3496, -4.4159]],
  "atomic_forces_ev_per_a": [[-0.532, -1.140, 0.034], [1.844, 2.985, 1.462], [-1.604, 3.841, -11.383], [-6.326, 7.510, 10.867], [1.334, -2.027, 2.127], [-6.623, -0.268, -2.956], [6.586, 0.460, 0.806], [-3.967, -2.418, 1.902], [-7.486, 1.883, -1.327], [9.441, -1.199, 1.012], [-0.907, 0.626, -0.546], [-2.372, 5.693, -3.072], [2.068, -10.076, 3.785], [-2.542, -2.001, -6.612], [-0.745, -8.910, -1.583], [1.469, 5.814, 8.768], [0.722, -4.746, -0.727], [-2.701, 0.467, -5.673], [13.743, -5.848, -3.335], [-6.387, -0.513, -12.562], [0.822, 6.658, 12.580], [1.737, 1.049, 3.056], [6.439, -8.226, -2.390], [-0.238, -2.798, -1.791], [-0.013, 0.395, 0.097], [0.038, 0.311, 0.458], [1.499, 0.675, -1.360], [-0.459, -0.588, 0.317], [-1.139, 1.434, -0.465], [2.114, 7.548, 2.601], [0.429, 2.114, 1.455], [0.427, 0.089, -0.143], [-10.821, 3.308, 4.245], [1.202, -0.918, 0.225], [2.949, -1.181, 0.128]],
  "mulliken_charge": [-0.718, 0.526, 0.193, -1.718, 0.868, -0.779, -0.457, -0.417, -0.200, 0.225, -0.206, 0.642, -0.676, -1.123, 0.500, 0.503, -0.339, -0.489, -0.856, -0.373, -0.343, 0.193, 0.947, 0.297, 0.346, 0.383, 0.230, 0.306, 0.290, 0.715, -0.084, 0.321, 0.552, 0.302, 0.440]
}

=====

# 2
{
  "formula": "C16H14IrN6SSbSe4",
  "method": "the ωB97M-V functional and the def2-TZVPD basis",
  "spin_multiplicity": 6,
  "lumo_ev": [2.18, -0.11],
  "total_charge": -1,
  "largest_force_ha_per_bohr": 0.0685,
  "energy_ha": -11295.1561,
  "species": ["Ir", "N", "C", "N", "C", "N", "N", "C", "C", "C", "C", "C", "C", "N", "C", "C", "C", "C", "C", "C", "H", "H", "H", "H", "H", "H", "H", "H", "H", "H", "H", "Se", "Sb", "Se", "Se", "Se", "C", "C", "N", "H", "H", "H", "S"],
  "xyz": [[-0.8782, 0.7670, -0.3365], [3.3621, 1.4119, 0.3211], [2.0992, 1.5933, -0.0617], [1.1838, 0.6934, 0.1030], [1.5577, -0.4840, 0.7309], [0.5849, -1.2910, 1.1508], [-0.5723, -0.7675, 0.8703], [-1.7005, -1.3760, 1.2652], [-2.9140, -0.8207, 0.7940], [-4.1916, -1.3581, 1.0921], [-5.2814, -0.8892, 0.4094], [-5.1012, 0.2364, -0.4056], [-3.8849, 0.8839, -0.4799], [-2.8064, 0.2828, 0.0113], [2.9473, -0.8145, 0.9972], [3.3867, -2.0409, 1.5098], [4.7371, -2.3063, 1.6798], [5.6466, -1.3094, 1.3142], [5.2108, -0.0462, 0.9060], [3.8735, 0.2023, 0.7775], [3.9294, 2.2251, 0.4412], [1.8074, 2.5345, -0.4827], [-1.6925, -2.3217, 1.7820], [-4.3101, -2.1432, 1.8408], [-6.2545, -1.3654, 0.4946], [-5.9672, 0.6442, -0.9076], [-3.7034, 1.8021, -1.0393], [2.6222, -2.7613, 1.7245], [5.0724, -3.3100, 1.9809], [6.7381, -1.5135, 1.4029], [5.9693, 0.7587, 0.8139], [-1.4585, 5.9167, 2.8781], [-0.3865, 4.4764, 1.1586], [-1.1328, 2.8546, -1.9010], [-1.1886, 2.1681, 1.8940], [2.1170, 4.4279, 1.5868], [-1.3370, -1.7371, -4.1838], [-0.9602, -1.1320, -2.9035], [-0.8976, -0.5176, -1.9174], [-2.2601, -2.3938, -4.1060], [-0.5771, -2.3734, -4.6163], [-1.5810, -0.9003, -4.8612], [-1.8077, 2.0940, -3.7284]],
  "atomic_forces_ev_per_a": [[1.021, 0.327, 1.137], [1.466, -0.140, 0.488], [-1.017, 0.941, -0.750], [0.456, -0.443, -0.590], [-0.251, -0.456, 0.545], [2.196, -1.121, 0.142], [-3.431, -0.452, 0.672], [-0.347, 0.441, -0.666], [0.337, -1.233, 1.272], [-0.399, -0.269, -0.106], [0.502, -0.438, 0.435], [-0.564, 1.290, -0.499], [-1.015, -0.801, -0.796], [0.272, 1.192, -0.619], [-0.579, 0.227, 0.092], [-0.754, 0.155, -0.220], [0.832, 0.192, -0.658], [0.806, -1.091, 0.805], [1.601, 0.693, 0.389], [-0.625, 0.025, -0.712], [0.161, 0.449, -0.131], [0.235, 0.208, -0.145], [0.269, -0.004, 0.218], [0.291, 0.062, -0.350], [0.123, 0.177, 0.130], [0.061, 0.242, -0.041], [-0.229, -0.284, 0.130], [-0.155, -0.330, 0.138], [-0.120, 0.635, -0.023], [-0.947, 0.262, -0.065], [-0.686, -0.515, -0.235], [0.103, -0.119, -0.101], [0.409, 0.502, 0.124], [0.162, -0.623, 0.783], [0.578, -0.196, -0.663], [-0.811, -0.038, 0.198], [-1.175, -0.399, -0.168], [-0.638, 1.205, 1.931], [0.454, -0.919, -2.123], [1.014, 0.954, 0.316], [0.407, 0.113, 0.036], [0.187, -0.319, 0.243], [-0.201, -0.104, -0.564]],
  "mulliken_charge": [2.041, -0.003, -0.760, -0.436, 0.069, -1.498, 0.646, -0.775, 0.828, -0.907, -0.230, -0.855, -0.110, -0.110, 0.621, -0.294, -0.778, -0.266, -0.666, -0.078, 0.274, 0.860, 0.341, 0.365, 0.409, 0.354, 0.313, 0.471, 0.341, 0.306, 0.274, -0.416, 0.474, -0.303, -0.190, -0.492, -1.020, 0.731, -0.908, 0.256, 0.326, 0.228, -0.433]
}

=====

# 3
{
  "formula": "C16H14MnN2O2S2",
  "method": "the ωB97M-V functional and the def2-TZVPD basis",
  "spin_multiplicity": 2,
  "lumo_ev": [-0.76, -0.89],
  "largest_force_ha_per_bohr": 0.1162,
  "energy_ha": -2825.3877,
  "relative_energy_ev": 0.000,
  "species": ["Mn", "C", "C", "N", "N", "C", "S", "S", "C", "C", "C", "C", "C", "C", "C", "C", "C", "C", "C", "C", "C", "O", "H", "H", "H", "H", "H", "H", "H", "H", "H", "H", "H", "H", "H", "H", "O"],
  "xyz": [[-0.0009, -0.0404, 0.2611], [4.0281, 0.6458, -0.1899], [2.5588, 0.8501, -0.0474], [1.7684, -0.1688, 0.0159], [2.1259, -1.5185, -0.0650], [1.1671, -2.4004, -0.0783], [-0.5261, -2.1749, -0.1381], [1.7541, -4.0830, -0.1632], [2.7656, -3.8869, -1.6647], [1.9652, -3.4033, -2.8445], [0.9012, -4.1504, -3.3388], [0.1695, -3.6970, -4.4228], [0.4919, -2.4881, -5.0265], [1.5499, -1.7386, -4.5401], [2.2837, -2.1970, -3.4526], [1.9702, 2.2142, 0.0220], [2.9056, 3.2647, -0.0127], [2.5536, 4.5922, 0.0445], [1.2082, 4.9335, 0.1414], [0.2555, 3.9435, 0.1715], [0.5774, 2.5811, 0.1079], [-0.3842, 1.7213, 0.0307], [4.2718, -0.4120, -0.2248], [4.5518, 1.0888, 0.6554], [4.3805, 1.1090, -1.1103], [3.1997, -4.8645, -1.8781], [3.5876, -3.2117, -1.4428], [0.6409, -5.0927, -2.8716], [-0.6567, -4.2861, -4.7996], [-0.0813, -2.1334, -5.8734], [1.8060, -0.7954, -5.0060], [3.1096, -1.6042, -3.0756], [3.9605, 3.0466, -0.0835], [3.3164, 5.3583, 0.0160], [0.9086, 5.9724, 0.1882], [-0.7923, 4.2048, 0.2389], [0.0313, -0.0656, 1.8302]],
  "atomic_forces_ev_per_a": [[-3.261, 1.158, 4.870], [0.203, -0.201, -0.076], [-0.472, 0.460, -0.014], [-0.501, -1.521, -1.235], [1.199, 0.106, 0.294], [1.186, 0.310, -0.371], [0.202, 0.095, -0.595], [-0.033, -0.113, -0.077], [0.120, -0.016, -0.141], [0.144, 0.003, 0.096], [-0.050, -0.041, -0.086], [-0.003, 0.000, -0.020], [-0.031, 0.020, -0.025], [0.007, 0.008, 0.001], [-0.055, 0.111, -0.046], [0.564, -0.092, 0.112], [0.109, 0.316, 0.080], [0.152, 0.007, -0.019], [-0.069, -0.208, 0.049], [-0.268, 0.354, 0.162], [1.582, 0.248, -0.628], [-0.323, -0.583, -0.960], [-0.165, -0.034, 0.035], [0.031, 0.081, -0.022], [0.057, 0.101, 0.026], [-0.106, -0.112, 0.162], [-0.011, 0.069, 0.004], [0.008, 0.025, 0.056], [0.003, -0.006, 0.002], [-0.004, -0.001, 0.005], [0.007, -0.001, 0.006], [0.003, -0.038, 0.045], [-0.013, -0.106, 0.002], [0.007, -0.022, -0.006], [-0.027, -0.008, -0.003], [-0.037, -0.107, -0.029], [-0.156, -0.259, -1.653]],
  "mulliken_charge": [0.283, -1.700, 1.824, 0.570, -1.094, 0.646, -0.246, -0.159, -1.040, 0.623, -0.256, -0.596, -0.399, -0.704, -0.171, 0.167, -0.856, -0.961, -0.393, -0.713, 1.161, -0.831, 0.313, 0.463, 0.413, 0.445, 0.363, 0.357, 0.380, 0.386, 0.374, 0.310, 0.281, 0.395, 0.376, 0.427, -0.437]
}